Entry 1:
A cluster of 13 separate species, C48H131N9O17 in total. Source: the Open Molecules 2025 dataset; level of theory: ωB97M-V with the def2-TZVPD basis set.

```
205
Properties=species:S:1:pos:R:3:forces:R:3
C 2.6285 2.8126 4.8552 -0.159 -0.927 -0.679
O 1.3751 2.1534 4.6174 0.061 0.371 0.453
H 3.4425 2.0980 4.9777 -0.023 -0.259 0.446
H 2.9495 3.3744 3.9780 -0.278 0.630 0.141
H 2.5127 3.4026 5.7643 0.045 0.096 -0.320
H 1.4061 1.5700 3.8556 0.335 0.074 -0.057
C -2.3603 6.2224 4.9221 1.016 -0.157 -0.769
O -2.8146 7.3097 5.6712 -0.771 0.401 0.384
H -1.2881 6.1325 5.0963 0.144 -0.652 0.099
H -2.8852 5.2926 5.1413 -0.010 0.275 0.385
H -2.4462 6.3944 3.8492 -0.301 0.030 -0.226
H -2.3857 8.0892 5.3105 -0.073 0.098 0.126
C -5.4999 -1.5885 -5.6876 -0.278 -0.677 -0.566
O -6.6142 -2.2334 -5.0348 0.690 0.641 -0.213
H -4.6673 -1.2559 -5.0677 -0.464 0.291 0.659
H -4.9897 -2.2287 -6.4072 -0.289 -0.443 -0.184
H -5.9192 -0.7781 -6.2840 0.068 0.155 0.363
H -6.3887 -3.1218 -4.7494 0.284 0.016 -0.049
C -7.9816 3.3758 2.9293 0.564 1.190 0.773
O -8.9621 2.6420 3.5876 -1.254 -0.871 -0.334
H -8.1022 4.4190 3.2212 0.210 0.357 -0.095
H -7.0415 3.0406 3.3675 0.370 0.036 -0.806
H -8.0990 3.3530 1.8459 0.592 -0.384 -0.038
H -9.6137 2.4948 2.8982 -0.480 -0.331 0.500
C 3.5668 10.2291 -5.8608 0.358 -1.018 0.305
O 3.9787 9.6030 -4.6569 1.473 0.668 -0.022
C 3.0907 8.6460 -4.1514 0.330 0.105 -0.743
C 3.6487 7.8787 -2.9661 -0.597 0.589 0.582
N 3.4284 8.6676 -1.7358 0.200 0.260 -0.487
C 4.1785 8.2191 -0.5934 1.485 -0.500 -0.392
C 5.7018 8.5992 -0.6339 -0.652 -0.264 0.161
O 5.9751 10.0042 -0.7083 -1.425 -0.759 0.938
C 7.3422 10.2580 -0.6111 0.494 -0.347 -0.760
H 2.5037 10.4674 -5.8951 -0.126 0.559 0.466
H 3.6735 9.5107 -6.6736 0.338 -0.013 -0.373
H 4.2417 11.0757 -5.9867 -0.399 0.039 -0.203
H 2.9130 7.9037 -4.9295 -0.523 -0.056 -0.291
H 2.2424 9.3019 -3.9557 -0.940 -1.098 0.633
H 4.6700 7.5238 -3.1038 0.523 0.645 -0.363
H 3.1398 6.9154 -2.9321 -0.660 0.114 0.416
H 3.8175 9.5862 -1.8936 -0.377 0.486 -0.536
H 4.1948 7.1333 -0.6871 -0.030 -0.274 0.591
H 3.6915 8.4941 0.3422 0.143 0.162 -0.008
H 6.1833 8.0690 -1.4556 -0.065 0.219 -0.682
H 6.1726 8.0945 0.2097 0.121 0.487 0.688
H 7.8183 9.7916 0.2514 -0.105 -0.127 0.241
H 7.5647 11.3247 -0.5845 -0.377 -0.021 -0.086
H 7.7524 9.8138 -1.5180 0.809 0.137 -0.072
C 1.5821 -3.8169 -2.6921 -0.538 -0.463 0.883
O 1.5913 -2.9549 -1.5746 0.472 0.650 0.940
C 0.9403 -3.5089 -0.4197 -0.573 0.609 -0.234
C 0.7763 -2.4863 0.7639 0.812 -1.076 -1.732
N 0.2899 -1.2045 0.2906 -0.507 0.786 0.551
C -1.1620 -1.0930 0.0282 0.952 0.388 0.068
C -1.6016 0.3380 -0.3390 -0.175 -0.017 -0.260
O -1.0596 0.6705 -1.6170 -0.133 0.577 -0.494
C -1.5478 1.8809 -2.1978 -0.174 0.469 -0.122
H 1.8987 -4.8126 -2.3817 0.157 -0.275 -0.041
H 2.2609 -3.4879 -3.4789 -0.258 0.384 0.157
H 0.5411 -3.9031 -3.0036 -0.013 -0.068 -0.653
H 1.4622 -4.4179 -0.1204 -0.006 -0.135 0.195
H -0.0904 -3.7410 -0.6876 -0.158 -0.493 -0.354
H 1.7432 -2.4636 1.2665 0.090 0.772 0.042
H 0.1138 -2.9756 1.4779 -0.330 0.272 -0.023
H 0.7535 -0.9282 -0.5631 0.376 -0.138 0.022
H -1.6661 -1.4396 0.9304 -0.289 0.102 -0.093
H -1.4212 -1.7223 -0.8232 -0.459 -0.179 -0.075
H -1.3759 1.1163 0.3899 0.656 -0.154 0.305
H -2.6889 0.3882 -0.3977 -0.346 -0.377 -0.162
H -1.0287 2.8016 -1.9314 0.494 -0.161 0.787
H -2.5972 2.1053 -2.0070 -0.270 -0.490 0.389
H -1.4723 1.9261 -3.2842 0.244 -0.957 -0.100
C -6.5091 -5.4290 13.6046 0.746 -0.482 -0.566
O -6.3752 -6.0198 12.3034 -0.241 0.142 0.334
C -5.3170 -5.5402 11.4493 -1.111 -0.365 0.956
C -5.2786 -6.4711 10.2454 -0.915 1.194 -0.223
N -4.6110 -5.8210 9.1372 2.332 -0.595 -0.326
C -4.2777 -6.6969 8.0004 -1.345 0.340 0.939
C -5.5670 -7.1775 7.2797 1.704 -0.014 -1.015
O -6.2117 -6.0791 6.7155 -0.971 1.466 0.115
C -7.3378 -6.4146 5.9126 1.148 -0.654 -0.279
H -6.7246 -4.3607 13.5868 -0.284 0.076 -0.240
H -5.5962 -5.5447 14.1888 0.367 -0.043 -0.035
H -7.2663 -5.9885 14.1539 -0.214 0.162 -0.325
H -4.3841 -5.6421 12.0039 0.281 0.428 -0.105
H -5.5344 -4.5059 11.1829 0.260 0.180 -0.123
H -6.2820 -6.6585 9.8633 -0.511 -0.562 0.896
H -4.8235 -7.3694 10.6626 0.241 -0.273 -0.913
H -5.0783 -4.9957 8.7898 -0.275 -0.094 0.288
H -3.6920 -7.5481 8.3476 -0.243 -0.208 0.203
H -3.5924 -6.1757 7.3319 -0.394 0.208 -0.288
H -6.2466 -7.7779 7.8844 0.122 -0.131 0.203
H -5.1930 -7.7225 6.4129 -0.119 -0.992 0.024
H -7.5150 -5.6364 5.1703 -0.231 0.330 0.555
H -8.2089 -6.7096 6.4977 -0.139 0.318 0.066
H -7.0412 -7.2720 5.3084 -0.164 -0.401 -0.147
C -4.5401 -1.5596 7.4478 0.776 -0.293 -0.289
O -3.4626 -1.8614 8.3254 0.822 1.190 -1.373
C -2.3046 -1.0254 7.9743 -0.138 -1.575 1.954
C -1.3188 -1.3149 9.1277 0.862 0.334 -0.187
N -0.5783 -2.5966 9.1580 -0.609 -0.319 -1.207
C 0.4244 -2.6830 8.0856 0.529 1.227 0.124
C 1.0035 -4.0547 7.9552 0.364 -0.598 -0.457
O 2.0150 -4.0923 6.8956 -1.061 0.571 1.068
C 2.5484 -5.3772 6.6670 -0.616 -0.068 0.879
H -4.2529 -1.5850 6.3966 0.428 -0.436 -0.289
H -4.8143 -0.5096 7.5499 -0.846 -0.095 0.591
H -5.2721 -2.3570 7.5758 -0.440 0.630 0.254
H -2.5423 0.0380 8.0050 -0.322 0.077 -0.084
H -1.8977 -1.2826 6.9963 -0.156 -0.112 -0.149
H -1.8682 -1.2191 10.0642 -0.086 -0.046 -0.065
H -0.5459 -0.5464 9.1366 -0.006 0.261 0.001
H -1.2451 -3.2786 8.8258 -0.644 -0.500 0.656
H 1.2376 -2.0111 8.3601 0.081 0.242 -0.239
H 0.0159 -2.3774 7.1224 0.081 0.150 -0.256
H 0.1836 -4.7480 7.7674 -0.066 -0.373 -0.548
H 1.3542 -4.3482 8.9447 0.753 -0.136 -0.024
H 1.7493 -6.0646 6.3894 -0.042 -0.157 -0.509
H 2.9214 -5.7787 7.6092 0.497 -0.090 0.081
H 3.3394 -5.3285 5.9186 -0.197 0.091 0.061
C 8.8727 -2.3371 1.0007 0.448 -0.668 -0.327
C 9.7351 -2.4451 2.2826 0.090 -0.807 -1.287
C 11.1859 -2.0307 1.9245 -0.011 0.916 -0.772
O 11.8048 -2.9086 0.9510 -0.936 -0.171 0.195
C 12.6144 -2.2532 -0.0098 -0.041 0.480 0.374
N 9.0918 -1.7178 3.4009 1.237 -0.231 -0.686
H 8.8958 -1.3486 0.5420 -0.139 0.238 0.409
H 7.8454 -2.6945 1.0719 -0.147 0.339 0.620
H 9.2524 -2.9959 0.2198 0.478 -0.096 0.093
H 9.8821 -3.4906 2.5532 -0.478 -0.459 -0.108
H 11.8719 -1.9383 2.7665 -0.195 -0.142 0.383
H 11.0849 -1.0377 1.4866 0.259 0.311 -0.103
H 12.0793 -1.4530 -0.5211 -0.198 0.262 0.139
H 12.9600 -2.9026 -0.8141 -0.203 -0.566 0.432
H 13.4894 -1.8352 0.4880 0.201 0.186 -0.080
H 9.6873 -1.9562 4.1810 -0.073 0.322 0.632
H 8.2314 -2.2189 3.5707 -0.298 0.092 0.081
C -4.5191 -7.4743 -1.3458 0.449 -1.016 0.473
C -3.7098 -7.4592 -2.6405 0.560 -0.372 0.871
C -2.8329 -8.7434 -2.9116 0.631 0.314 1.798
O -1.6992 -8.8295 -1.9610 -0.728 0.102 -1.009
C -0.5914 -9.6672 -2.3538 -0.949 0.683 0.059
N -4.7270 -7.2975 -3.6441 0.046 -0.218 -0.992
H -5.2937 -8.2371 -1.4255 -0.254 -0.095 -0.122
H -5.0205 -6.5204 -1.1813 0.248 -0.013 0.072
H -3.9427 -7.8129 -0.4849 0.210 0.499 0.094
H -3.0876 -6.5666 -2.5743 0.366 -0.079 -0.390
H -2.4587 -8.8228 -3.9323 0.091 0.475 -0.183
H -3.4923 -9.5993 -2.7671 -0.078 -0.311 0.121
H -0.8308 -10.7244 -2.2389 -0.035 -0.107 -0.017
H 0.2510 -9.4096 -1.7118 -0.152 -0.012 0.056
H -0.3066 -9.4628 -3.3859 0.023 -0.041 -0.163
H -5.4752 -7.9252 -3.3869 -0.354 -0.007 -0.175
H -4.3732 -7.6612 -4.5174 -0.073 0.232 -0.499
C -4.5512 8.1782 -7.0508 -0.427 -0.131 0.613
C -5.7033 7.4191 -6.4160 0.350 -0.030 -0.336
C -6.1278 7.9754 -5.0402 -0.025 -1.213 0.246
O -5.0629 8.0073 -4.1047 0.251 0.083 0.379
C -5.4331 8.2005 -2.7184 0.127 0.439 -1.330
N -6.8443 7.4185 -7.3418 -0.634 0.337 0.038
H -4.8474 9.2268 -7.0785 0.260 0.092 -0.333
H -4.3806 7.7662 -8.0454 0.184 0.275 -0.037
H -3.6709 8.0584 -6.4193 0.111 0.109 -0.178
H -5.4410 6.3612 -6.4010 0.609 -0.079 1.161
H -6.8460 7.2339 -4.6905 -0.548 0.043 0.297
H -6.6266 8.9428 -5.0990 0.021 0.205 -0.311
H -4.4993 8.3027 -2.1656 -0.107 -0.444 -0.008
H -6.0871 7.4061 -2.3589 0.192 -0.242 0.073
H -5.9575 9.1457 -2.5778 -0.215 0.177 -0.167
H -6.6429 6.7226 -8.0456 0.300 0.181 -0.516
H -7.6234 6.9639 -6.8873 -0.446 0.196 0.408
C -0.2745 1.1881 -9.8335 -1.273 0.528 -0.933
C 0.2740 -0.0331 -10.5378 -0.809 0.702 0.237
C 0.2903 0.0768 -12.0704 -0.506 0.044 0.703
O -0.9964 0.3279 -12.6335 -0.220 -0.519 0.126
C -1.0058 0.1784 -14.0721 0.338 0.102 1.557
N 1.5961 -0.1776 -9.9895 1.086 -0.929 -0.072
H 0.3794 2.0520 -9.9527 0.169 0.006 -0.181
H -0.3703 1.0123 -8.7620 -0.262 -0.079 -0.030
H -1.2266 1.4395 -10.3009 -0.326 0.241 0.458
H -0.3107 -0.8913 -10.2066 -0.152 -0.195 -0.319
H 0.7017 -0.8658 -12.4314 0.236 0.056 -0.389
H 0.9317 0.9342 -12.2744 0.431 0.017 -0.480
H -0.7841 -0.8584 -14.3250 0.369 -0.001 -0.202
H -0.2481 0.8905 -14.3992 -0.104 -0.183 -0.866
H -2.0055 0.3832 -14.4552 0.139 0.353 0.221
H 1.4728 0.1920 -9.0577 0.693 -0.289 0.344
H 2.2283 0.4688 -10.4395 0.197 0.142 -0.164
C 5.0999 1.3875 -2.5428 1.573 1.413 0.574
C 5.0457 1.0572 -4.0031 -0.463 -0.240 0.878
C 6.1820 0.1553 -4.5786 -0.961 0.726 0.442
O 7.4859 0.6834 -4.3825 -0.884 -0.505 0.743
C 8.5105 -0.0934 -4.9681 0.308 1.558 -1.045
N 3.7534 0.4139 -4.1570 -0.175 -0.787 -1.816
H 5.1519 0.5758 -1.8171 0.347 -0.210 -0.282
H 4.2437 1.9954 -2.2505 -0.221 -0.035 -0.202
H 5.9379 2.0831 -2.4988 0.455 -0.140 1.029
H 4.9924 2.0398 -4.4718 0.292 -0.144 -0.657
H 5.9328 0.0319 -5.6325 0.289 -0.072 -0.318
H 6.0676 -0.8174 -4.1000 0.174 -0.313 0.153
H 8.8370 -1.0457 -4.5501 -0.707 -0.125 0.465
H 9.3647 0.5834 -4.9483 0.239 -0.199 0.076
H 8.2519 -0.1810 -6.0234 0.139 -0.584 -0.229
H 3.0634 0.9441 -3.6444 -0.074 -0.238 0.018
H 3.8244 -0.5158 -3.7687 -0.362 -0.120 0.191
```
Forces are in eV/Å.

The LUMO energy is 0.2 eV. As for the spin multiplicity: 1. The total energy comes out at -3678.73529 hartree. As for the max |F|: 0.049 Eh/bohr.

Atomic partial charges in e from the Mulliken method, atoms 1 to 2:
1. C -0.48
2. O -0.49

---

Entry 2:
A structure of composition C4H9N. Source: the Open Molecules 2025 dataset; level of theory: ωB97M-V with the def2-TZVPD basis set.

```
14
Properties=species:S:1:pos:R:3:forces:R:3
C 2.3569 0.3564 -0.3207 -2.197 1.685 -0.570
C 1.0191 0.6589 0.2486 -0.955 -2.638 -0.024
C -0.1875 0.3329 -0.4437 0.280 1.665 1.502
N -1.3237 0.1420 0.4469 0.994 -0.210 0.883
C -2.0624 -1.1057 0.1902 -0.148 0.911 -1.705
H 3.2506 0.6021 0.2255 -0.009 0.429 -0.172
H 2.3569 -0.3030 -1.1704 0.223 -0.245 0.173
H 1.6379 1.3129 -0.7163 2.321 0.393 -0.630
H 0.9876 1.0856 1.2526 0.005 -0.510 0.369
H -0.3980 1.1127 -1.1812 0.097 -0.996 -1.043
H -0.8226 -0.0396 1.3182 -0.619 0.145 0.274
H -2.6627 -0.8936 -0.7028 -0.305 -0.179 0.226
H -2.7361 -1.3450 1.0069 0.188 -0.121 0.120
H -1.4161 -1.9164 -0.1537 0.125 -0.328 0.597
```
Forces are in eV/Å.

For the energy above the lowest of the compared OMol25 structures with the same formula, charge and spin, the calculation gives 116.18 kcal/mol. The LUMO energy is 0.7 eV. As for the spin multiplicity: 1. The total energy comes out at -212.36602 hartree. As for the max |F|: 0.055 Eh/bohr.

Atomic partial charges in e from the Mulliken method, atoms 1 to 2:
1. C -0.92
2. C 0.10

---

| no. | E_HOMO (eV) |
| --- | --- |
| 1 | -8.34 |
| 2 | -6.84 |